No. 1
{
  "formula": "C31H50Br2ClN3O5S2",
  "method": "ωB97M-V/def2-TZVPD",
  "elements": ["C", "C", "O", "N", "C", "C", "C", "C", "C", "C", "C", "C", "C", "Br", "C", "C", "C", "Br", "O", "C", "S", "C", "C", "C", "N", "C", "C", "C", "Cl", "O", "C", "C", "C", "C", "S", "C", "C", "C", "C", "O", "O", "H", "H", "H", "H", "H", "H", "H", "H", "H", "H", "H", "H", "H", "H", "H", "H", "H", "H", "H", "H", "H", "H", "H", "H", "H", "H", "H", "H", "H", "H", "H", "H", "H", "H", "H", "H", "H", "H", "H", "H", "H", "H", "H", "H", "H", "H", "H", "C", "C", "N", "H", "H", "H"],
  "positions_angstrom": [[3.759, -1.122, 4.622], [3.375, -0.078, 5.629], [3.966, 0.008, 6.662], [2.272, 0.804, 5.349], [1.055, -0.028, 5.280], [2.507, 1.632, 4.150], [1.256, 2.185, 3.475], [0.610, 1.373, 2.316], [0.108, 2.372, 1.269], [-1.108, 2.064, 0.343], [-1.621, 3.458, -0.074], [-0.626, 4.252, -0.946], [-1.149, 4.402, -2.380], [-2.180, 6.030, -2.608], [-2.221, 1.423, 1.181], [-3.687, 1.460, 0.705], [-4.490, 2.673, 1.182], [-4.005, 1.209, -1.204], [-0.852, 1.468, -0.938], [-0.160, 0.298, -1.254], [1.712, 0.456, -1.189], [-0.464, 0.103, -2.740], [-0.747, -1.101, -3.361], [-0.982, -1.141, -4.734], [-0.949, -0.066, -5.522], [-0.662, 1.088, -4.922], [-0.424, 1.232, -3.561], [-0.447, -0.929, -0.391], [-2.162, -1.454, -0.481], [0.411, -1.941, -0.799], [0.478, -3.074, 0.065], [1.952, -3.283, 0.420], [2.849, -3.167, -0.809], [4.187, -3.883, -0.641], [4.078, -5.671, -0.430], [-0.095, -4.339, -0.615], [-1.444, -4.791, -0.081], [-1.422, -5.037, 1.437], [-2.292, -4.129, 2.271], [-1.985, -3.771, 3.359], [-3.464, -3.726, 1.728], [4.817, -1.331, 4.715], [3.205, -2.038, 4.801], [3.552, -0.800, 3.611], [1.072, -0.719, 6.118], [0.169, 0.581, 5.399], [0.996, -0.628, 4.368], [3.124, 1.135, 3.397], [3.078, 2.495, 4.483], [1.544, 3.147, 3.056], [0.490, 2.408, 4.212], [-0.167, 0.753, 2.751], [1.388, 0.736, 1.903], [-0.162, 3.275, 1.807], [0.961, 2.646, 0.658], [-1.864, 4.021, 0.820], [-2.530, 3.362, -0.655], [0.325, 3.741, -1.039], [-0.516, 5.254, -0.548], [-0.323, 4.471, -3.078], [-1.772, 3.565, -2.664], [-2.214, 1.966, 2.125], [-1.995, 0.402, 1.456], [-4.162, 0.600, 1.160], [-4.073, 3.036, 2.117], [-4.515, 3.468, 0.449], [-5.503, 2.358, 1.410], [1.783, 1.761, -1.476], [-0.800, -2.021, -2.809], [-1.211, -2.087, -5.201], [-0.608, 1.973, -5.540], [-0.196, 2.203, -3.160], [-0.269, -0.724, 0.657], [-0.079, -2.902, 0.986], [2.209, -2.474, 1.094], [2.082, -4.253, 0.882], [3.064, -2.124, -1.012], [2.355, -3.589, -1.680], [4.779, -3.416, 0.141], [4.757, -3.758, -1.557], [3.808, -5.752, 0.877], [-0.145, -4.148, -1.683], [0.608, -5.152, -0.454], [-2.242, -4.108, -0.344], [-1.697, -5.726, -0.576], [-0.430, -4.961, 1.867], [-1.791, -6.041, 1.646], [-3.811, -4.448, 1.190], [-0.523, 4.571, -8.618], [0.122, 4.066, -7.416], [0.625, 3.669, -6.470], [-1.604, 4.551, -8.492], [-0.205, 5.594, -8.806], [-0.252, 3.950, -9.470]],
  "forces_ev_per_angstrom": [[0.04, -0.03, -0.39], [0.06, 0.38, 0.00], [0.31, 0.09, 0.68], [-0.56, -0.42, -0.51], [0.45, -0.07, 0.12], [-0.14, 0.28, 0.27], [-0.10, -0.10, -0.36], [0.48, 0.38, 0.65], [0.01, -0.75, -0.30], [-0.18, 1.12, 0.69], [0.43, 0.22, -0.43], [-0.97, -0.11, -0.49], [0.51, -0.04, 0.21], [-0.21, 0.00, -0.03], [-0.14, -0.23, -0.50], [-0.07, 0.15, 0.52], [0.13, -0.29, 0.02], [-0.21, 0.07, -0.17], [0.19, -0.45, 0.42], [0.07, 0.22, -0.76], [0.18, -0.11, 0.56], [-0.13, 0.37, -0.38], [-0.07, -0.23, -0.15], [0.11, 0.54, 0.29], [0.01, -0.29, 0.15], [-0.01, 0.26, 0.32], [-0.04, -0.63, -0.18], [0.47, -0.43, 0.05], [-0.07, -0.04, 0.04], [-0.51, 0.36, 0.02], [0.44, -1.16, 0.02], [-0.28, 0.84, -0.56], [0.24, -0.58, 0.18], [-0.16, 0.41, -0.05], [0.08, -0.34, -0.12], [-0.05, 0.60, 0.13], [-0.02, -0.50, -0.01], [-0.47, -0.01, -0.25], [0.13, -0.15, -0.41], [0.36, 0.61, 0.90], [-0.47, -0.32, 0.18], [0.14, -0.09, 0.09], [-0.12, -0.14, 0.11], [-0.10, -0.05, -0.28], [-0.03, -0.06, 0.16], [-0.15, 0.14, -0.13], [-0.16, -0.02, -0.19], [0.00, -0.19, -0.13], [0.22, 0.04, 0.11], [0.12, 0.14, -0.02], [-0.06, 0.14, 0.21], [-0.21, -0.20, -0.21], [-0.06, -0.30, -0.26], [-0.22, 0.13, 0.08], [0.15, 0.09, -0.17], [-0.09, 0.00, 0.20], [-0.21, -0.14, 0.04], [0.29, 0.06, 0.28], [0.51, 0.07, 0.17], [0.01, 0.17, -0.20], [-0.24, -0.01, -0.07], [0.02, 0.12, 0.17], [0.21, -0.25, -0.11], [0.01, -0.30, -0.11], [0.11, 0.20, 0.10], [0.01, 0.23, -0.01], [-0.26, 0.07, -0.20], [-0.27, 0.07, -0.11], [0.02, -0.10, 0.07], [-0.04, -0.11, -0.14], [-0.04, -0.09, -0.12], [0.07, 0.05, 0.00], [-0.09, 0.32, 0.31], [-0.11, 0.35, 0.07], [0.33, -0.02, 0.52], [-0.06, -0.07, 0.33], [-0.11, 0.22, -0.16], [-0.12, 0.01, -0.18], [0.08, -0.15, 0.23], [0.14, -0.06, -0.14], [0.00, 0.16, 0.08], [-0.02, -0.09, -0.19], [0.18, -0.14, -0.12], [0.01, 0.30, -0.04], [0.01, -0.13, -0.11], [0.19, -0.12, 0.03], [0.09, -0.21, 0.09], [-0.02, 0.23, -0.38], [-0.03, 0.02, -0.07], [-0.19, 0.17, -0.37], [0.30, -0.05, 0.44], [-0.01, 0.00, -0.01], [0.00, 0.01, -0.01], [-0.01, 0.00, -0.01]],
  "smiles": "CC(=O)N(C)CCCC[C@](CCCBr)(C[C@@H](C)Br)O[C@](S)(c1ccncc1)[C@@H](Cl)O[C@H](CCCS)CCCC(=O)O.CC#N",
  "charge": 0,
  "de_lowest_kcal_mol": 0.0,
  "homo_lumo_gap_ha": 0.34781,
  "homo_ev": -9.14
}


No. 2
{
  "formula": "CH5BrN3O",
  "method": "ωB97M-V/def2-TZVPD",
  "elements": ["C", "N", "N", "N", "O", "Br", "H", "H", "H", "H", "H"],
  "positions_angstrom": [[-0.891, 0.320, 0.155], [0.193, -0.305, 0.050], [-3.329, -1.105, -0.190], [1.376, 0.347, -0.458], [-1.270, 1.455, -0.205], [-4.508, 0.187, -0.015], [0.093, -1.302, 0.241], [-3.182, -1.540, 0.748], [1.458, 0.399, -1.456], [-0.933, 2.129, -0.698], [2.220, 0.087, 0.130]],
  "forces_ev_per_angstrom": [[-1.12, 1.86, -0.76], [1.97, -0.56, -0.85], [1.38, -0.97, 0.48], [0.22, -0.44, 2.53], [-2.75, -3.33, 3.27], [-0.80, 0.61, 0.24], [0.79, -0.05, -0.05], [-0.65, 0.29, -0.60], [0.03, -0.67, -0.32], [2.47, 2.90, -2.53], [-1.53, 0.37, -1.39]],
  "charge": 1,
  "de_lowest_kcal_mol": 46.7,
  "spin_multiplicity": 3,
  "homo_lumo_gap_ha": [0.34176, 0.23049],
  "homo_ev": [-13.17, -13.36]
}


No. 3
{
  "formula": "C5H9N",
  "method": "ωB97M-V/def2-TZVPD",
  "elements": ["C", "C", "C", "C", "C", "N", "H", "H", "H", "H", "H", "H", "H", "H", "H"],
  "positions_angstrom": [[0.209, -0.920, -1.325], [-0.269, -0.543, 0.097], [0.961, -0.366, 1.025], [-1.243, 0.804, 0.037], [-0.387, 1.914, 0.421], [0.540, 2.469, 0.844], [-0.527, -0.613, -2.071], [0.382, -1.998, -1.463], [1.159, -0.425, -1.565], [-0.935, -1.320, 0.490], [1.908, -0.712, 0.592], [0.847, -0.768, 2.036], [1.132, 0.700, 1.139], [-2.121, 0.805, 0.714], [-1.657, 0.971, -0.971]],
  "forces_ev_per_angstrom": [[-0.16, 0.18, -0.04], [-0.34, 0.43, -0.04], [-0.09, 0.11, 0.04], [0.47, -0.51, 0.00], [1.00, 0.53, 0.36], [-1.37, 0.57, -0.62], [0.04, -0.11, -0.08], [-0.10, 0.29, 0.33], [-0.26, 0.05, 0.06], [0.18, 0.09, -0.15], [-0.48, -0.44, -0.02], [-0.12, -0.15, -0.26], [0.30, -0.38, 0.28], [0.60, -0.41, -0.16], [0.33, -0.24, 0.29]],
  "smiles": "CC(C)CC#N",
  "charge": 0,
  "de_lowest_kcal_mol": 22.2,
  "homo_lumo_gap_ha": 0.44104,
  "homo_ev": -11.07
}


No. 4
{
  "formula": "C3H7N2",
  "method": "ωB97M-V/def2-TZVPD",
  "elements": ["C", "C", "C", "N", "N", "H", "H", "H", "H", "H", "H", "H"],
  "positions_angstrom": [[1.457, 0.405, 0.352], [0.152, 0.950, -0.157], [-1.815, -0.352, 0.196], [-0.622, -0.136, -0.464], [2.128, -0.581, -0.060], [-0.275, 1.714, 0.512], [0.530, 1.453, -1.064], [-1.682, -1.142, 0.955], [-2.256, 0.526, 0.683], [-2.501, -0.822, -0.522], [2.994, -0.827, 0.419], [1.890, -1.188, -0.851]],
  "forces_ev_per_angstrom": [[-0.05, -0.19, 0.09], [-0.01, 1.33, 0.48], [-1.26, -0.15, 0.60], [1.08, -0.95, -1.29], [0.47, -0.35, 0.12], [0.20, -0.13, -0.06], [-0.14, 0.05, -0.09], [0.08, 0.03, 0.03], [0.02, -0.06, -0.07], [-0.03, 0.15, 0.15], [-0.01, 0.14, -0.06], [-0.35, 0.14, 0.10]],
  "charge": 1,
  "de_lowest_kcal_mol": 97.7,
  "homo_lumo_gap_ha": [0.27807, 0.34428],
  "homo_ev": [-14.45, -14.94]
}


No. 5
{
  "formula": "C3H4N2S",
  "method": "ωB97M-V/def2-TZVPD",
  "elements": ["C", "C", "C", "N", "N", "S", "H", "H", "H", "H"],
  "positions_angstrom": [[-0.532, 0.347, -0.134], [0.951, 0.411, -0.050], [-0.616, -1.161, -0.051], [-1.238, 1.371, 0.001], [1.929, 1.421, -0.041], [1.212, -1.274, -0.007], [-1.191, -1.597, 0.935], [-1.152, -1.793, -0.918], [-2.223, 1.148, 0.074], [2.860, 1.127, 0.192]],
  "forces_ev_per_angstrom": [[0.88, 1.05, 0.64], [6.62, 5.02, -0.35], [-3.22, -3.39, 0.41], [-0.57, -0.18, -0.24], [-6.20, -3.15, -0.02], [-0.40, -1.46, 0.26], [1.61, 1.35, -2.19], [1.38, 1.77, 1.61], [-0.44, -0.07, -0.04], [0.33, -0.94, -0.09]],
  "charge": 0,
  "de_lowest_kcal_mol": 66.4,
  "homo_lumo_gap_ha": 0.31882,
  "homo_ev": -9.09
}


No. 6
{
  "formula": "C52H48AlI2N2OP2Si",
  "method": "ωB97M-V/def2-TZVPD",
  "elements": ["Al", "I", "C", "C", "C", "I", "C", "O", "C", "C", "N", "C", "C", "C", "C", "C", "C", "N", "C", "H", "H", "H", "H", "H", "H", "H", "H", "H", "H", "H", "C", "C", "P", "C", "C", "C", "C", "C", "C", "C", "C", "C", "C", "C", "C", "C", "P", "C", "C", "C", "C", "C", "C", "C", "C", "C", "C", "C", "C", "H", "H", "H", "H", "H", "H", "H", "H", "H", "H", "H", "H", "H", "H", "H", "H", "H", "H", "H", "H", "H", "H", "H", "H", "H", "H", "C", "C", "C", "C", "C", "C", "Si", "C", "C", "C", "C", "C", "C", "H", "H", "H", "H", "H", "H", "H", "H", "H", "H", "H"],
  "positions_angstrom": [[-0.478, 1.150, 0.163], [3.656, 6.726, -2.981], [2.313, 5.428, -2.034], [1.731, 5.801, -0.833], [0.839, 4.944, -0.205], [0.061, 5.473, 1.657], [0.497, 3.712, -0.773], [-0.362, 2.860, -0.203], [1.137, 3.342, -1.963], [0.851, 1.975, -2.493], [1.072, 0.941, -1.444], [2.424, 0.982, -0.873], [2.396, 1.470, 0.549], [3.462, 2.114, 1.149], [3.365, 2.482, 2.480], [2.200, 2.204, 3.183], [1.171, 1.582, 2.516], [1.272, 1.207, 1.228], [2.035, 4.193, -2.589], [1.977, 6.749, -0.375], [1.485, 1.774, -3.361], [-0.194, 1.912, -2.799], [0.961, 0.027, -1.879], [3.096, 1.601, -1.469], [2.829, -0.032, -0.867], [4.352, 2.333, 0.573], [4.186, 2.993, 2.967], [2.082, 2.492, 4.218], [0.219, 1.381, 2.995], [2.514, 3.883, -3.512], [0.013, -3.977, -1.686], [-1.034, -2.898, -2.017], [-1.124, -1.415, -0.875], [-1.644, -2.242, 0.660], [-2.724, -3.116, 0.775], [-2.880, -3.884, 1.918], [-1.946, -3.812, 2.943], [-0.873, -2.939, 2.847], [-0.732, -2.152, 1.715], [-2.564, -0.625, -1.694], [-2.283, -0.046, -2.937], [-3.283, 0.566, -3.676], [-4.578, 0.612, -3.173], [-4.867, 0.028, -1.950], [-3.868, -0.593, -1.212], [1.369, -3.804, -2.390], [2.265, -2.241, -1.932], [3.232, -2.849, -0.498], [4.118, -3.926, -0.572], [4.749, -4.395, 0.569], [4.496, -3.805, 1.803], [3.615, -2.740, 1.892], [2.992, -2.262, 0.744], [3.466, -2.111, -3.313], [2.917, -1.915, -4.584], [3.731, -1.738, -5.691], [5.113, -1.735, -5.541], [5.666, -1.905, -4.281], [4.850, -2.082, -3.170], [-0.392, -4.940, -2.003], [0.150, -4.042, -0.603], [-2.038, -3.316, -1.955], [-0.896, -2.530, -3.036], [-3.447, -3.208, -0.028], [-3.729, -4.549, 2.008], [-2.061, -4.433, 3.822], [-0.149, -2.872, 3.651], [0.114, -1.477, 1.626], [-1.274, -0.105, -3.338], [-3.057, 1.000, -4.642], [-5.361, 1.098, -3.741], [-5.879, 0.059, -1.562], [-4.101, -1.047, -0.255], [1.217, -3.795, -3.470], [2.015, -4.647, -2.152], [4.316, -4.400, -1.527], [5.436, -5.229, 0.499], [4.986, -4.180, 2.692], [3.406, -2.284, 2.852], [2.301, -1.429, 0.814], [1.838, -1.904, -4.710], [3.292, -1.597, -6.671], [5.752, -1.591, -6.402], [6.743, -1.899, -4.162], [5.300, -2.200, -2.193], [-5.080, -1.223, 4.261], [-3.772, -0.879, 4.572], [-3.018, -0.137, 3.674], [-3.551, 0.298, 2.459], [-4.874, -0.053, 2.171], [-5.630, -0.811, 3.055], [-2.637, 1.526, 1.350], [-2.660, 3.097, 2.399], [-2.038, 3.183, 3.647], [-2.140, 4.325, 4.427], [-2.876, 5.412, 3.970], [-3.512, 5.342, 2.738], [-3.401, 4.196, 1.962], [-5.669, -1.809, 4.957], [-3.339, -1.188, 5.516], [-1.993, 0.110, 3.937], [-5.332, 0.297, 1.250], [-6.654, -1.067, 2.812], [-3.576, 1.846, 0.245], [-1.472, 2.342, 4.035], [-1.647, 4.369, 5.391], [-2.956, 6.307, 4.575], [-4.094, 6.183, 2.383], [-3.905, 4.153, 1.003]],
  "forces_ev_per_angstrom": [[1.37, 0.28, -0.49], [-0.09, -0.10, 0.06], [0.18, 0.18, -0.07], [-0.05, -0.06, -0.01], [-0.13, -0.06, 0.21], [0.08, -0.03, -0.14], [0.17, -0.21, 0.04], [-0.35, 0.75, -0.10], [0.00, 0.02, 0.07], [0.05, 0.08, -0.01], [-0.39, 0.05, 0.07], [-0.01, 0.20, 0.13], [-0.10, -0.09, -0.10], [0.11, 0.01, 0.05], [-0.01, -0.02, 0.00], [0.01, 0.01, 0.00], [0.06, -0.14, -0.03], [-0.48, 0.07, 0.27], [-0.03, -0.07, -0.05], [-0.02, 0.00, 0.00], [-0.03, -0.06, 0.01], [-0.07, -0.09, -0.04], [0.08, -0.21, 0.08], [-0.02, 0.02, 0.00], [0.00, 0.03, -0.03], [-0.03, -0.01, 0.00], [-0.01, 0.00, -0.03], [-0.01, 0.00, -0.02], [0.05, 0.00, -0.01], [-0.01, 0.01, 0.03], [0.08, 0.20, 0.00], [0.57, 0.08, 0.15], [-0.68, -0.13, 0.11], [0.20, -0.01, 0.01], [-0.06, 0.01, 0.00], [-0.07, 0.02, -0.02], [0.01, 0.05, 0.09], [-0.04, 0.02, 0.03], [-0.06, -0.02, -0.12], [0.04, -0.15, -0.04], [-0.05, 0.00, 0.08], [0.01, 0.00, 0.04], [0.01, 0.01, -0.04], [-0.02, 0.01, 0.04], [0.06, -0.08, 0.09], [-0.25, 0.23, 0.11], [0.04, -0.44, -0.11], [-0.08, 0.09, -0.01], [-0.01, 0.02, 0.06], [0.01, -0.02, -0.04], [0.00, 0.00, 0.00], [-0.02, 0.03, -0.02], [0.00, -0.02, -0.04], [-0.12, 0.05, 0.07], [0.04, -0.04, -0.03], [-0.01, 0.02, 0.01], [-0.03, 0.00, 0.00], [0.05, 0.04, 0.00], [-0.01, 0.00, 0.01], [-0.02, -0.02, 0.07], [0.02, -0.05, 0.01], [-0.09, -0.02, -0.05], [-0.04, 0.04, -0.02], [0.05, -0.02, 0.00], [0.03, 0.00, -0.02], [-0.01, 0.02, -0.01], [-0.01, -0.01, -0.03], [0.02, -0.03, 0.03], [-0.03, 0.06, -0.03], [0.00, 0.01, 0.04], [0.02, -0.03, 0.02], [0.02, -0.01, -0.01], [0.00, 0.09, -0.06], [0.01, 0.01, -0.04], [0.04, -0.09, -0.07], [-0.01, 0.00, 0.01], [-0.01, 0.02, 0.00], [-0.01, 0.01, -0.02], [0.02, 0.01, -0.01], [0.02, -0.05, 0.03], [0.04, 0.00, -0.02], [0.00, -0.01, 0.03], [-0.01, -0.02, 0.02], [-0.04, 0.01, 0.02], [0.00, -0.02, 0.00], [0.01, -0.02, -0.03], [0.05, -0.03, -0.03], [0.02, -0.10, -0.03], [0.09, -0.13, -0.20], [0.03, 0.07, -0.03], [-0.01, -0.02, 0.05], [-0.42, -0.12, 0.28], [0.28, -0.03, -0.05], [-0.05, 0.04, -0.03], [0.04, -0.03, -0.03], [0.02, 0.00, -0.01], [-0.02, 0.00, 0.04], [-0.02, -0.03, -0.02], [0.01, 0.04, -0.01], [-0.01, -0.01, -0.03], [-0.02, -0.02, 0.01], [0.01, -0.02, 0.05], [0.03, 0.01, 0.00], [0.07, -0.04, -0.10], [-0.02, 0.02, 0.02], [-0.03, 0.00, -0.02], [-0.02, -0.03, -0.01], [0.01, -0.02, -0.01], [0.03, 0.03, 0.02]],
  "charge": 1,
  "de_lowest_kcal_mol": 24.0,
  "homo_lumo_gap_ha": 0.28002,
  "homo_ev": -10.19
}


| no. | energy (Ha) | strongest force on any atom (eV Å⁻¹) |
| --- | --- | --- |
| 1 | -8156.24037 | 1.323 |
| 2 | -2854.12441 | 5.413 |
| 3 | -250.63149 | 1.607 |
| 4 | -227.59862 | 1.930 |
| 5 | -624.32001 | 8.319 |
| 6 | -4005.05956 | 1.485 |